[1]
{"formula": "C30H25N3SSb2Se4Sn", "method": "ωB97M-V/def2-TZVPD", "species": ["Sn", "C", "N", "C", "C", "N", "H", "H", "H", "H", "H", "H", "Se", "Sb", "Se", "Se", "Se", "N", "C", "C", "C", "C", "C", "C", "C", "C", "C", "H", "H", "H", "H", "S", "Sb", "C", "C", "C", "C", "C", "C", "C", "C", "C", "C", "C", "C", "C", "C", "C", "C", "C", "C", "H", "H", "H", "H", "H", "H", "H", "H", "H", "H", "H", "H", "H", "H", "H"], "coordinates": [[0.01212, -1.39179, -1.15352], [-3.62007, 1.52888, -1.46044], [-3.66393, 0.35367, -0.58539], [-4.82319, -0.53392, -0.69616], [-2.56598, -0.11182, -0.07477], [-1.57241, -0.50748, 0.38531], [-4.54321, 2.08847, -1.31723], [-3.52804, 1.21694, -2.50216], [-2.76612, 2.14616, -1.19268], [-4.92093, -0.90118, -1.71816], [-5.71785, 0.02370, -0.41957], [-4.69671, -1.38328, -0.03067], [-4.67542, -0.41913, -4.47152], [-3.81730, -2.88541, -4.09055], [-2.18646, -2.88093, -2.26527], [-2.37557, -2.22422, -6.16407], [-4.32905, -1.01350, -6.73421], [-2.03609, 5.73878, -8.07087], [-1.78946, 4.95397, -7.26874], [-1.47891, 3.97357, -6.25788], [-2.03168, 2.69726, -6.33305], [-1.73209, 1.76209, -5.36029], [-0.87783, 2.09475, -4.30505], [-0.32759, 3.37596, -4.23983], [-0.62559, 4.31294, -5.21208], [-0.58259, 1.11666, -3.29881], [-0.35856, 0.26589, -2.46327], [-2.69107, 2.43529, -7.14890], [-2.14832, 0.76527, -5.41373], [0.33559, 3.62749, -3.42337], [-0.20094, 5.30645, -5.16802], [1.63386, 0.69719, 0.12894], [1.97443, -0.41403, 2.07557], [0.51000, -0.04626, 3.52161], [-0.34080, 1.03783, 3.34005], [-1.30277, 1.31789, 4.29996], [-1.41489, 0.51683, 5.42704], [-0.57050, -0.57022, 5.60229], [0.39652, -0.85568, 4.64854], [1.99326, -2.49528, 1.84675], [3.12197, -3.10048, 1.30247], [3.10453, -4.45934, 1.02700], [1.96384, -5.20559, 1.28918], [0.83887, -4.60076, 1.82845], [0.84870, -3.24067, 2.10595], [3.82073, 0.12517, 2.90759], [4.78606, 0.68302, 2.07767], [6.02248, 1.03103, 2.60524], [6.28489, 0.82723, 3.95144], [5.31608, 0.27749, 4.77967], [4.08011, -0.07644, 4.25959], [-0.26215, 1.64443, 2.44543], [-1.96883, 2.16004, 4.16462], [-2.16849, 0.73697, 6.17185], [-0.66653, -1.19811, 6.47829], [1.04548, -1.71396, 4.78321], [4.01301, -2.51997, 1.09087], [3.97894, -4.93455, 0.60275], [1.95028, -6.26416, 1.06527], [-0.05231, -5.18282, 2.02151], [-0.04031, -2.76697, 2.50672], [4.56673, 0.85882, 1.03077], [6.77741, 1.46670, 1.96423], [7.24806, 1.10319, 4.36034], [5.52159, 0.12731, 5.83126], [3.32502, -0.49737, 4.91284]], "forces_ev_per_angstrom": [[0.1, 0.0, -0.1], [0.1, 0.0, 0.0], [-0.1, -0.1, 0.1], [0.0, 0.0, 0.0], [0.1, 0.0, -0.3], [0.1, 0.0, 0.2], [0.0, 0.0, 0.0], [0.0, 0.0, 0.0], [0.0, 0.0, 0.0], [0.0, 0.0, 0.0], [0.0, 0.0, 0.0], [0.0, 0.0, 0.0], [-0.1, 0.1, 0.0], [0.1, 0.1, -0.2], [-0.1, -0.2, 0.2], [0.1, 0.0, 0.0], [0.0, -0.1, 0.1], [0.0, 0.0, 0.0], [0.0, -0.1, 0.1], [-0.1, 0.1, -0.2], [0.0, 0.0, 0.0], [0.0, 0.0, 0.0], [0.0, -0.1, 0.0], [0.0, 0.1, 0.0], [0.0, 0.0, 0.1], [0.1, -0.1, 0.0], [-0.1, 0.1, -0.1], [0.0, 0.0, 0.0], [0.0, 0.0, 0.0], [0.0, 0.0, 0.0], [0.0, 0.0, 0.0], [0.0, 0.0, 0.1], [0.0, 0.1, -0.2], [-0.1, 0.1, 0.1], [0.0, 0.0, 0.1], [0.0, 0.0, 0.0], [0.0, 0.0, 0.0], [0.0, 0.0, 0.0], [0.0, 0.0, 0.0], [0.0, 0.0, 0.0], [0.0, 0.0, 0.1], [0.0, 0.0, 0.0], [0.0, 0.0, 0.0], [0.0, 0.0, 0.0], [0.0, 0.0, 0.0], [0.1, 0.0, 0.0], [0.0, 0.0, 0.0], [0.0, 0.0, 0.0], [0.0, 0.0, 0.0], [0.0, 0.0, 0.0], [0.0, 0.0, 0.0], [0.0, 0.0, 0.0], [0.0, 0.0, 0.0], [0.0, 0.0, 0.0], [0.0, 0.0, 0.0], [0.0, 0.0, 0.0], [0.0, 0.0, 0.0], [0.0, 0.0, 0.0], [0.0, 0.0, 0.0], [0.0, 0.0, 0.0], [0.0, 0.0, 0.0], [0.0, 0.0, 0.0], [0.0, 0.0, 0.0], [0.0, 0.0, 0.0], [0.0, 0.0, 0.0], [0.0, 0.0, 0.0]], "nbo_charge": [1.09, -0.40, -0.45, -0.39, 0.62, -0.56, 0.21, 0.23, 0.23, 0.21, 0.21, 0.23, -0.39, 0.82, -0.84, -0.30, -0.03, -0.31, 0.28, -0.18, -0.15, -0.20, -0.03, -0.20, -0.17, -0.11, -0.50, 0.23, 0.24, 0.23, 0.23, -0.73, 1.75, -0.43, -0.19, -0.21, -0.19, -0.23, -0.16, -0.32, -0.23, -0.20, -0.19, -0.19, -0.25, -0.41, -0.21, -0.20, -0.19, -0.22, -0.15, 0.24, 0.22, 0.22, 0.22, 0.21, 0.22, 0.22, 0.22, 0.22, 0.23, 0.24, 0.22, 0.22, 0.22, 0.21], "total_charge": 0}


[2]
{"formula": "C2H3N4", "method": "ωB97M-V/def2-TZVPD", "species": ["C", "C", "N", "N", "N", "N", "H", "H", "H"], "coordinates": [[-2.07528, -1.57502, -0.00166], [-0.03882, -0.01551, 0.02637], [-3.14960, -0.77561, 1.32696], [-2.14878, 0.07306, 1.20618], [-3.18721, -1.85126, 0.61638], [-1.32865, -0.42674, 0.34948], [0.22980, -0.32645, -0.90224], [0.09311, 1.01544, 0.20997], [0.51695, -0.51790, 0.91784]], "forces_ev_per_angstrom": [[3.0, -2.4, -3.5], [1.7, -0.5, 4.6], [-3.1, 0.0, 4.1], [1.3, 2.5, -0.8], [1.0, 1.7, -0.9], [-4.8, -2.0, 1.0], [0.9, -1.1, -2.6], [-0.2, 1.3, -0.1], [0.1, 0.6, -1.9]], "lowdin_spin": [0.99, 0.03, 0.43, 0.21, 0.11, 0.21, 0.01, 0.00, 0.01], "total_charge": 1, "multiplicity": 3, "s_squared": 2.019}


[3]
{"formula": "C6H13NOSi", "method": "ωB97M-V/def2-TZVPD", "species": ["C", "C", "C", "C", "C", "C", "N", "O", "Si", "H", "H", "H", "H", "H", "H", "H", "H", "H", "H", "H", "H", "H"], "coordinates": [[2.49010, -1.89260, 0.26769], [1.61744, -0.89257, 0.49722], [0.57516, 0.94957, -1.97903], [-0.81951, -1.83129, 0.18391], [-0.16434, 0.93867, -0.70617], [0.37050, -0.94011, 0.01723], [-1.49679, 0.94637, -0.93335], [-2.26628, 1.21965, 0.21475], [-1.87021, 1.76204, 1.80493], [3.47804, -1.56927, 0.21337], [2.25804, -2.70717, -0.31470], [1.92737, 0.05961, 0.77200], [0.44975, 1.91405, -2.49438], [1.66964, 0.84555, -1.78675], [0.20172, 0.15995, -2.68196], [-0.95159, -2.19531, -1.00403], [-0.64033, -2.72183, 0.76317], [-1.70119, -1.09966, 0.23139], [0.29292, 1.36949, 0.20461], [-2.56781, 3.02488, 1.83083], [-0.41319, 1.88723, 2.20183], [-2.43946, 0.77277, 2.69744]], "forces_ev_per_angstrom": [[0.7, 0.9, 0.7], [-0.5, -0.8, -0.3], [1.4, 0.0, -1.3], [0.4, 1.4, -5.0], [-0.9, -1.6, 0.9], [-3.4, 1.0, -0.1], [0.5, 0.5, 1.3], [0.7, -0.1, 0.7], [0.4, -0.6, -1.4], [1.9, 0.0, 0.3], [-0.7, -2.0, -0.8], [1.1, 1.6, 0.6], [0.0, -0.2, 0.2], [-0.8, -0.2, -0.3], [0.5, 0.6, 0.7], [0.0, 0.5, 2.8], [-0.5, 0.1, 0.7], [0.8, -1.7, 0.7], [-0.4, 0.2, -0.6], [-0.1, 0.6, 0.3], [-0.6, 0.0, -0.4], [-0.3, -0.3, 0.3]], "nbo_charge": [-0.39, -0.37, -0.64, -0.75, -0.08, 0.24, -0.10, -0.73, 1.16, 0.19, 0.18, 0.22, 0.22, 0.22, 0.23, 0.24, 0.24, 0.29, 0.20, -0.19, -0.20, -0.19], "total_charge": 0}


[4]
{"formula": "H26O13", "method": "ωB97M-V/def2-TZVPD", "species": ["H", "H", "H", "H", "H", "H", "H", "H", "H", "H", "H", "H", "H", "H", "H", "H", "H", "H", "H", "H", "H", "H", "H", "H", "H", "H", "O", "O", "O", "O", "O", "O", "O", "O", "O", "O", "O", "O", "O"], "coordinates": [[-0.22168, -1.27936, 0.47798], [0.16985, -0.09734, -0.39355], [1.67126, -1.07126, -3.59168], [1.84462, 0.04508, -4.60842], [-2.07497, 1.33605, 3.38498], [-1.23932, 2.49754, 3.89748], [-0.44995, 1.04485, 2.26472], [0.84135, 1.56729, 2.87270], [-1.48545, -2.58990, 3.55477], [-0.14173, -2.87532, 4.20515], [1.13398, 0.20134, -2.15567], [1.36487, 1.04054, -0.90968], [-0.25065, 3.92891, -0.61962], [-0.40372, 4.75363, -1.88708], [-0.09200, -4.92758, -1.94788], [-1.36414, -5.05425, -1.12590], [2.49892, 0.03854, 0.83246], [3.64480, 0.86679, 1.39015], [-0.05685, 2.76015, -2.64955], [-1.28044, 2.24100, -1.91242], [-0.62308, -0.54034, -2.16991], [-1.88198, 0.28647, -1.96597], [-2.71731, -0.27555, 2.05846], [-3.86972, -1.06773, 2.65382], [2.81486, -2.24592, -0.24738], [2.24178, -1.05289, -0.99457], [-0.58577, -0.64275, -0.14744], [1.31842, -0.74153, -4.42580], [-1.90256, 2.27246, 3.23533], [-0.10744, 1.51405, 3.03383], [-0.96925, -2.40187, 4.34671], [1.82498, 0.66385, -1.66823], [0.26172, 4.40183, -1.28506], [-1.04540, -4.79527, -1.99787], [3.45629, 0.03357, 0.94383], [-0.69876, 3.00704, -1.97427], [-1.34588, -0.39716, -1.54857], [-3.35597, -0.96508, 1.84480], [3.07635, -1.47990, -0.77066]], "forces_ev_per_angstrom": [[0.9, -0.6, 1.6], [-0.2, -0.3, 0.6], [0.3, -0.3, -0.3], [0.1, 0.0, -0.1], [-0.2, 0.5, 0.4], [-0.7, 0.0, -0.3], [0.1, 0.2, 0.0], [0.5, -0.4, 0.1], [-0.1, 0.0, 0.0], [0.0, 0.1, 0.1], [0.0, 0.4, -0.4], [0.2, 0.6, -0.1], [0.6, 0.9, -0.2], [0.5, 0.3, 0.6], [-0.1, 0.0, -0.1], [-0.1, 0.0, -0.1], [0.3, -0.1, 0.0], [0.1, 0.1, 0.2], [0.1, 0.0, 0.1], [-0.6, -0.6, -0.5], [-0.6, -0.3, -0.7], [-0.9, 0.2, -1.3], [-0.1, 0.0, -0.2], [-0.1, 0.0, -0.1], [0.2, -0.1, 0.0], [0.4, 0.1, -0.1], [6.4, -2.4, 11.3], [-0.2, 0.2, 0.4], [-5.1, 1.7, 0.8], [5.4, -2.1, -1.0], [0.1, -0.1, -0.2], [-0.5, 0.0, 0.0], [3.9, 6.5, 3.1], [0.2, 0.0, 0.2], [0.1, 1.1, 1.0], [-4.4, -7.1, -3.1], [-6.1, 3.0, -11.4], [0.2, -0.1, 0.3], [-0.6, -1.5, -0.8]], "nbo_charge": [0.41, 0.43, 0.46, 0.48, 0.44, 0.49, 0.48, 0.46, 0.47, 0.47, 0.45, 0.46, 0.48, 0.47, 0.46, 0.47, 0.44, 0.46, 0.49, 0.44, 0.45, 0.43, 0.46, 0.47, 0.46, 0.45, -0.87, -0.93, -0.92, -0.95, -0.94, -0.90, -0.92, -0.93, -0.91, -0.95, -0.86, -0.93, -0.92], "total_charge": 0}


[5]
{"formula": "C9H14", "method": "ωB97M-V/def2-TZVPD", "species": ["C", "C", "H", "H", "H", "H", "H", "H", "C", "C", "C", "C", "C", "C", "C", "H", "H", "H", "H", "H", "H", "H", "H"], "coordinates": [[-1.76507, 1.75751, -1.65514], [-2.77800, 2.56341, -0.93475], [-1.86599, 2.12158, -2.73527], [-0.69217, 1.95476, -1.32103], [-1.91285, 0.57646, -1.54651], [-3.06613, 3.57433, -1.27173], [-2.41237, 2.72983, 0.05289], [-3.76274, 1.95188, -0.88987], [2.05132, 0.78794, 1.55687], [1.79511, -2.82530, 0.31878], [2.24736, -1.62662, 1.02902], [0.50515, -3.01233, -0.26073], [1.45197, -0.46072, 0.92853], [-0.32063, -1.88573, 0.10444], [0.07065, -0.59784, 0.57420], [2.43798, -3.70138, 0.11736], [3.21298, -1.79930, 1.45508], [0.26194, -3.82262, -0.67014], [-1.34177, -2.07322, -0.39315], [1.31156, 1.56430, 1.70539], [2.65314, 1.33501, 0.99600], [-0.66262, 0.18578, 0.27101], [2.58117, 0.70227, 2.56876]], "forces_ev_per_angstrom": [[1.5, -1.2, -2.1], [-2.7, -0.6, 1.2], [0.6, -1.3, 1.1], [-1.4, -0.1, -0.5], [0.1, 2.7, -0.5], [0.5, -0.6, -0.5], [-0.2, 0.0, 1.2], [1.5, 1.2, 0.2], [-2.6, -1.1, 3.3], [-0.3, -0.2, -0.4], [-2.3, -2.5, -3.0], [3.7, 10.1, 6.9], [0.2, -0.5, 2.2], [-1.7, -1.3, -3.1], [0.8, -1.9, -1.8], [0.3, 0.8, 0.7], [0.5, 1.0, 0.3], [-2.3, -6.3, -3.4], [1.0, 1.1, 1.3], [-0.8, -0.1, 0.4], [3.4, 1.7, -3.1], [1.0, -0.3, 1.2], [-0.8, -0.5, -1.4]], "nbo_charge": [-0.62, -0.62, 0.21, 0.20, 0.21, 0.21, 0.20, 0.20, -0.63, -0.17, -0.24, -0.22, 0.00, -0.18, -0.26, 0.20, 0.22, 0.19, 0.20, 0.21, 0.21, 0.24, 0.22], "total_charge": 0, "smiles": "Cc1ccccc1.CC"}


[6]
{"formula": "HO2S2", "method": "ωB97M-V/def2-TZVPD", "species": ["O", "O", "S", "S", "H"], "coordinates": [[-0.15918, -0.63242, -1.43527], [-0.11433, -1.14304, 1.09962], [1.35433, 1.28650, 0.14768], [0.01881, -0.12444, -0.07066], [-1.09963, 0.61340, 0.25864]], "forces_ev_per_angstrom": [[0.4, 0.1, 0.9], [1.0, 2.1, -3.2], [0.5, -0.3, -0.1], [-2.2, -1.7, 3.1], [0.2, -0.3, -0.7]], "nbo_charge": [-0.98, -1.00, -0.67, 1.73, -0.08], "total_charge": -1, "smiles": "O=[SH](=O)[S-]"}


What E values result from the calculations? In sequence: -327111.8301; -8066.9255; -17840.5694; -27028.8229; -9557.1239; -25782.6219 eV.
What max |F| values result from the calculations? In sequence: 0.006; 0.103; 0.102; 0.259; 0.248; 0.081 Eh/bohr.